(1)
C39H38N4OPSZr | the ωB97M-V functional and the def2-TZVPD basis

Geometry as XYZ:
```
85
C39H38N4OPSZr (the ωB97M-V functional and the def2-TZVPD basis)
Zr 0.327 0.037 0.562
O -0.275 2.536 -0.263
N -1.233 1.524 -0.159
C -2.455 1.799 -0.415
C -3.545 0.835 -0.483
C -4.822 1.397 -0.545
C -5.942 0.586 -0.656
C -5.784 -0.787 -0.725
C -4.513 -1.355 -0.680
C -3.382 -0.559 -0.552
P -1.787 -1.403 -0.401
C -1.877 -2.075 1.272
C -1.589 -1.141 2.271
C -1.593 -1.480 3.622
C -1.898 -2.786 3.974
C -2.205 -3.721 2.990
C -2.187 -3.380 1.643
C -1.698 -2.664 -1.657
C -0.930 -3.807 -1.432
C -0.797 -4.761 -2.428
C -1.421 -4.568 -3.654
C -2.172 -3.424 -3.887
C -2.313 -2.467 -2.894
H -0.603 3.273 -0.808
H -2.699 2.841 -0.633
H -4.937 2.472 -0.518
H -6.928 1.025 -0.700
H -6.648 -1.429 -0.821
H -4.417 -2.431 -0.745
H -1.497 -0.064 2.054
H -1.381 -0.732 4.374
H -1.920 -3.075 5.016
H -2.468 -4.730 3.275
H -2.421 -4.124 0.894
H -0.452 -3.968 -0.476
H -0.220 -5.656 -2.245
H -1.329 -5.319 -4.426
H -2.658 -3.282 -4.841
H -2.915 -1.589 -3.095
C 5.028 -0.135 0.276
C 3.883 0.810 0.616
C 3.429 1.646 -0.560
C 4.147 2.804 -0.879
C 3.792 3.585 -1.968
C 2.710 3.230 -2.763
C 1.964 2.088 -2.493
C 0.817 1.685 -3.380
C 1.241 0.764 -4.521
C 2.356 1.317 -1.396
N 1.601 0.112 -1.076
C 2.157 -1.086 -1.393
C 1.901 -2.166 -0.586
C 2.409 -3.479 -0.569
C 2.009 -4.052 0.625
C 1.258 -3.085 1.304
N 1.177 -1.936 0.610
H 5.332 -0.714 1.145
H 5.895 0.424 -0.074
H 4.756 -0.829 -0.521
H 4.188 1.478 1.430
H 3.041 0.246 1.056
H 5.007 3.077 -0.278
H 4.364 4.469 -2.212
H 2.450 3.844 -3.615
H 0.355 2.588 -3.785
H 0.048 1.179 -2.781
H 2.061 1.191 -5.096
H 0.411 0.587 -5.201
H 1.575 -0.205 -4.147
H 2.876 -1.148 -2.206
H 3.021 -3.926 -1.335
H 2.244 -5.037 0.986
H 0.783 -3.164 2.273
S 0.647 1.414 2.689
C 1.166 3.100 2.575
N 2.026 3.547 1.640
C 2.480 4.814 1.583
C 2.066 5.733 2.517
C 1.178 5.311 3.502
C 0.725 4.000 3.532
H 2.385 2.900 0.932
H 3.169 5.023 0.778
H 2.434 6.746 2.475
H 0.839 6.005 4.259
H 0.044 3.664 4.300
```

Output
- total charge = +3
- calculated total energy (Ha) = -2588.97027
- HOMO (eV) = -16.42

Atomic partial charges in e from the Mulliken method, atoms 1 to 6:
1 Zr -0.386
2 O -0.294
3 N 0.052
4 C -0.273
5 C 0.699
6 C -1.080

=====

(2)
C39H38N7O11W | the ωB97M-V functional and the def2-TZVPD basis

Geometry as XYZ:
```
96
C39H38N7O11W (the ωB97M-V functional and the def2-TZVPD basis)
W -0.012 -1.056 -1.244
C -0.240 6.209 -3.892
O 0.294 5.093 -3.160
C 1.547 5.212 -2.662
C 2.378 6.315 -2.799
C 3.634 6.300 -2.209
C 4.068 5.214 -1.464
C 3.246 4.109 -1.311
C 2.005 4.104 -1.929
N 1.074 3.027 -1.824
C 1.338 1.739 -1.771
N 2.567 1.234 -1.865
C 2.866 -0.118 -1.980
C 1.932 -1.197 -1.841
C 2.475 -2.506 -2.118
C 3.795 -2.701 -2.431
C 4.682 -1.626 -2.489
C 4.231 -0.342 -2.260
O 4.983 0.773 -2.312
C 6.380 0.654 -2.649
N 0.344 0.824 -1.644
C -1.002 1.132 -1.353
C -1.966 1.088 -2.411
C -3.266 1.416 -2.171
C -3.631 1.837 -0.872
C -2.713 2.004 0.140
C -1.362 1.717 -0.095
O -0.371 1.958 0.741
C -0.654 2.700 1.960
H -1.241 5.913 -4.190
H 0.368 6.401 -4.775
H -0.286 7.091 -3.254
H 2.059 7.179 -3.361
H 4.276 7.161 -2.324
H 5.036 5.232 -0.986
H 3.566 3.295 -0.673
H 0.107 3.306 -1.964
H 3.345 1.866 -2.056
H 1.839 -3.368 -2.082
H 4.162 -3.697 -2.632
H 5.720 -1.801 -2.730
H 6.768 1.667 -2.619
H 6.486 0.244 -3.652
H 6.889 0.036 -1.911
H -1.637 0.753 -3.391
H -4.009 1.360 -2.951
H -4.668 2.065 -0.669
H -3.036 2.352 1.110
H 0.313 2.820 2.439
H -1.346 2.128 2.578
H -1.069 3.670 1.695
O -2.203 -1.615 -1.085
C -1.863 -2.282 -2.076
O -1.015 -1.658 -2.884
C -1.766 -3.754 -2.010
C -2.594 -4.764 -2.456
C -2.208 -6.060 -2.149
C -1.065 -6.365 -1.432
C -0.254 -5.329 -0.985
C -0.594 -4.013 -1.277
O 0.135 -2.927 -0.905
N 0.961 -5.662 -0.211
O 1.283 -6.816 -0.175
O 1.535 -4.733 0.328
N -3.077 -7.175 -2.611
O -4.101 -6.852 -3.163
O -2.665 -8.291 -2.430
H -3.505 -4.584 -3.010
H -0.806 -7.396 -1.223
C -1.869 -1.920 6.640
C -2.418 -2.082 5.234
N -2.910 -0.827 4.661
C -4.122 -0.240 5.265
C -3.813 0.994 6.093
C -2.426 -0.239 3.577
O -2.940 0.723 3.002
C -1.118 -0.695 2.962
C 0.089 -0.834 3.635
C 1.263 -1.001 2.908
C 1.210 -1.026 1.532
N 0.030 -0.898 0.872
C -1.111 -0.749 1.575
H -1.489 -2.873 7.003
H -2.640 -1.590 7.333
H -1.059 -1.190 6.678
H -3.256 -2.782 5.229
H -1.670 -2.506 4.561
H -4.575 -1.024 5.870
H -4.816 -0.002 4.457
H -3.154 0.761 6.928
H -4.734 1.408 6.499
H -3.345 1.763 5.479
H 0.123 -0.787 4.715
H 2.218 -1.106 3.403
H 2.100 -1.169 0.928
H -2.035 -0.623 1.025
```

Output
- energy relative to the best compared isomer or geometry (same formula, charge and spin) (kJ/mol) = 22.73
- total charge = +3
- calculated total energy (Ha) = -2785.87252
- HOMO (eV) = -15.61

Atomic partial charges in e from the Mulliken method, atoms 1 to 6:
1 W 1.401
2 C -0.959
3 O -0.354
4 C 0.816
5 C -0.412
6 C -0.850

=====

(3)
C39H38N7O2PmS5Sb | the ωB97M-V functional and the def2-TZVPD basis

Geometry as XYZ:
```
93
C39H38N7O2PmS5Sb (the ωB97M-V functional and the def2-TZVPD basis)
Pm 0.980 -0.860 -0.941
C -0.808 -5.317 -0.047
C -1.539 -2.657 0.399
N -2.303 -1.648 0.212
N -2.527 -0.676 1.086
C -1.720 0.205 1.515
S -0.042 0.423 1.260
S -2.524 1.471 2.498
C -3.941 1.915 1.401
C -5.166 1.108 1.666
C -6.024 1.463 2.703
C -7.181 0.741 2.937
C -7.492 -0.349 2.142
C -6.632 -0.720 1.122
C -5.477 0.003 0.883
C -0.643 -2.926 1.534
C -1.131 -3.120 2.815
C -0.260 -3.351 3.865
C 1.104 -3.393 3.619
C 1.608 -3.211 2.350
C 0.753 -2.948 1.267
O 1.214 -2.741 0.056
H -0.893 -6.148 -0.741
H -1.252 -5.577 0.912
H 0.240 -5.062 0.073
H -3.587 1.786 0.380
H -4.117 2.969 1.616
H -5.779 2.308 3.331
H -7.845 1.035 3.740
H -8.403 -0.905 2.321
H -6.868 -1.575 0.504
H -4.802 -0.294 0.095
H -2.201 -3.086 2.981
H -0.641 -3.481 4.867
H 1.792 -3.574 4.434
H 2.670 -3.240 2.160
S 2.505 -5.283 -2.164
Sb 1.086 -3.560 -2.638
S -1.731 -3.945 -0.803
S 2.477 -1.721 -3.088
C 3.019 1.786 2.295
C 3.794 0.505 2.184
C 4.434 -0.016 3.297
C 5.121 -1.216 3.237
C 5.157 -1.921 2.047
C 4.515 -1.443 0.917
C 4.548 -2.232 -0.354
C 3.820 -0.220 0.973
N 3.105 0.225 -0.135
C 3.406 1.395 -0.716
C 4.772 2.020 -0.543
C 2.461 2.035 -1.537
C 2.768 3.407 -2.088
N 1.311 1.413 -1.845
C 0.199 2.129 -2.217
C -0.435 3.094 -1.523
C -0.020 3.693 -0.223
C -1.799 3.417 -2.103
C -1.553 3.876 -3.513
C -0.914 2.964 -4.231
C -0.572 1.704 -3.482
C 0.125 0.698 -4.380
H 2.904 2.077 3.338
H 2.026 1.651 1.866
H 3.506 2.603 1.762
H 4.389 0.529 4.233
H 5.617 -1.605 4.116
H 5.695 -2.860 1.986
H 5.458 -2.825 -0.425
H 4.474 -1.584 -1.227
H 3.703 -2.927 -0.383
H 5.369 1.426 0.145
H 4.715 3.041 -0.167
H 5.288 2.050 -1.505
H 3.717 3.397 -2.626
H 2.845 4.153 -1.294
H 1.979 3.714 -2.772
H 0.713 3.049 0.260
H -0.879 3.796 0.438
H 0.422 4.684 -0.367
H -2.367 4.122 -1.496
H -1.911 4.833 -3.853
H -0.667 3.035 -5.276
H -0.563 0.354 -5.154
H 0.492 -0.165 -3.822
H 0.987 1.165 -4.858
O -0.797 -1.195 -2.140
N -1.941 -1.192 -2.789
C -2.479 -0.058 -3.116
C -3.706 -0.068 -3.795
N -4.688 -0.016 -4.395
C -1.923 1.289 -2.874
N -2.539 2.157 -2.190
```

Output
- energy relative to the best compared isomer or geometry (same formula, charge and spin) (kJ/mol) = 142.72
- 2S+1 = 6
- expectation value of S² = 8.765
- total charge = -2
- calculated total energy (Ha) = -4882.38815
- HOMO (alpha / beta) (eV) = -1.68 / -2.40

Atomic partial charges in e from the Mulliken method, atoms 1 to 6:
1 Pm -1.080
2 C -0.564
3 C 0.155
4 N -0.280
5 N -0.326
6 C -0.090

=====

(4)
C39H38N8O5SSc | the ωB97M-V functional and the def2-TZVPD basis

Geometry as XYZ:
```
92
C39H38N8O5SSc (the ωB97M-V functional and the def2-TZVPD basis)
Sc -0.663 1.129 -0.529
C -2.794 2.424 2.705
O -2.825 3.829 2.439
C -2.469 4.324 1.220
C -3.064 5.534 0.877
C -2.746 6.171 -0.316
C -1.842 5.589 -1.181
C -1.232 4.362 -0.866
C -0.269 3.833 -1.792
N 0.316 2.613 -1.675
N 1.325 2.376 -2.496
C 1.996 1.288 -2.338
O 1.523 0.435 -1.236
C 3.179 0.974 -3.117
C 4.298 0.262 -2.653
C 5.399 0.051 -3.472
C 5.440 0.559 -4.763
C 4.356 1.306 -5.219
C 3.247 1.507 -4.418
C -1.544 3.729 0.361
O -0.925 2.579 0.698
H -3.329 2.287 3.641
H -1.781 2.048 2.808
H -3.307 1.871 1.914
H -3.782 5.954 1.571
H -3.218 7.113 -0.568
H -1.588 6.068 -2.121
H 0.065 4.456 -2.613
H 4.322 -0.110 -1.641
H 6.247 -0.500 -3.082
H 6.305 0.398 -5.394
H 4.379 1.738 -6.214
H 2.406 2.091 -4.771
O -4.480 0.678 -1.859
C -3.311 0.523 -1.590
O -2.398 1.440 -1.443
C -2.782 -0.888 -1.374
C -3.644 -1.967 -1.432
C -3.122 -3.231 -1.222
C -1.769 -3.363 -0.958
C -0.988 -2.225 -0.893
N -1.483 -1.004 -1.101
H -4.688 -1.778 -1.638
H -3.762 -4.104 -1.257
H -1.316 -4.330 -0.782
H 0.064 -2.278 -0.664
C 3.756 -3.624 -2.051
C 3.018 -3.232 -0.766
C 1.885 -4.229 -0.497
C 3.992 -3.228 0.417
C 2.458 -1.876 -0.947
C 2.017 -0.775 -1.085
H 4.222 -4.606 -1.929
H 4.533 -2.895 -2.289
H 3.062 -3.666 -2.893
H 2.300 -5.231 -0.366
H 1.186 -4.252 -1.336
H 1.337 -3.962 0.411
H 4.384 -4.235 0.580
H 3.493 -2.894 1.327
H 4.831 -2.556 0.223
C 0.762 0.436 3.516
C 0.737 0.561 2.138
N -0.203 -0.053 1.391
C -1.122 -0.789 2.009
C -1.195 -0.993 3.404
C -0.182 -0.340 4.157
C -2.200 -1.859 3.917
C -2.709 -2.017 5.205
C -2.614 -1.199 6.349
C -3.256 -1.575 7.565
C -3.180 -0.736 8.634
N -2.522 0.451 8.609
C -1.959 0.719 7.434
N -1.951 -0.003 6.320
H 1.528 0.954 4.079
H 1.460 1.170 1.611
H -1.878 -1.250 1.382
H -0.176 -0.439 5.234
H -2.634 -2.522 3.170
H -3.369 -2.870 5.337
H -3.798 -2.511 7.632
H -3.661 -0.996 9.572
H -1.427 1.666 7.375
N -0.256 0.622 -5.827
C 0.502 -0.319 -5.233
N 1.711 -0.545 -5.811
S -0.004 -1.140 -3.870
H 0.028 1.095 -6.666
H -1.140 0.847 -5.405
H 2.137 0.199 -6.342
H 2.352 -1.064 -5.233
```

Output
- energy relative to the best compared isomer or geometry (same formula, charge and spin) (kJ/mol) = 393.37
- total charge = -1
- calculated total energy (Ha) = -3482.23155
- HOMO (alpha / beta) (eV) = -2.38 / -2.88

Atomic partial charges in e from the Mulliken method, atoms 1 to 6:
1 Sc -0.199
2 C -0.417
3 O -0.526
4 C 0.164
5 C -0.640
6 C -0.604